A 2-piece molecular cluster, C10H21 overall at a distorted geometry, computed with ωB97M-V with the def2-TZVPD basis set.

Summary:
Orbital gap (alpha / beta): 8.46 / 9.12 eV
HOMO level (alpha / beta): -7.46 / -9.09 eV
Spin multiplicity: 2
ΔE to the lowest compared entry with this formula, charge and spin: 1.318 eV

```
31
Properties=species:S:1:pos:R:3:forces:R:3
C -1.857268 -2.886067 -3.361040 0.472 -0.226 -0.078
C -2.403645 -2.412057 -2.039007 -0.009 0.814 0.717
C -2.142505 -1.197006 -1.446260 -2.041 -0.693 -2.095
H -2.041886 -3.958027 -3.505957 -0.067 0.242 0.078
H -2.266995 -2.370949 -4.251531 0.094 -0.045 0.572
H -0.769646 -2.777128 -3.376822 0.007 0.148 -0.174
H -3.086949 -3.125559 -1.572237 0.065 0.388 0.138
H -2.851796 -0.816296 -0.691394 0.438 -0.265 -0.636
H -1.551458 -0.502139 -2.052207 -0.572 -0.069 0.235
C 3.395796 1.269254 1.210234 0.001 -0.095 0.098
C 2.015534 1.036573 0.568177 0.407 -0.025 -0.197
C 1.668831 2.203120 -0.351797 -0.131 0.112 -0.102
C 0.941485 0.804584 1.632856 0.577 -0.174 -0.314
C -0.516098 0.610180 1.124626 -0.964 1.232 0.345
C -1.392987 0.462118 2.375005 -0.284 0.062 -0.088
C -0.846479 -0.463876 0.093131 3.891 -1.522 2.222
H 3.402864 2.180076 1.825870 -0.119 -0.143 -0.110
H 3.664914 0.432125 1.866598 -0.005 0.124 -0.112
H 4.199281 1.387046 0.465016 -0.362 -0.105 0.132
H 2.077277 0.115816 -0.028743 0.072 0.158 -0.063
H 1.576010 3.138974 0.217046 0.039 -0.168 -0.017
H 2.431476 2.364853 -1.124929 -0.145 -0.113 0.168
H 0.707772 2.031877 -0.843107 0.120 0.072 -0.112
H 1.280134 -0.039838 2.254587 -0.333 -0.009 -0.153
H 0.987526 1.683037 2.303364 -0.427 -0.220 -0.162
H -0.782185 1.565228 0.637410 0.028 -0.015 0.314
H -2.439488 0.376492 2.074119 -0.043 -0.064 0.160
H -1.116272 -0.437830 2.937954 -0.060 0.053 -0.147
H -1.313730 1.311860 3.067303 0.082 -0.130 -0.265
H -0.967851 -1.446764 0.613611 -0.030 0.697 -0.558
H -0.001662 -0.539677 -0.621877 -0.700 -0.023 0.203
```
Forces are in eV/Å.

C10H21AlF3O as an isolated structure at a distorted geometry, computed with ωB97M-V with the def2-TZVPD basis set.

Summary:
Charge: -1
Orbital gap: 7.23 eV
HOMO level: -4.55 eV
ΔE to the lowest compared entry with this formula, charge and spin: 3.572 eV

```
36
Properties=species:S:1:pos:R:3:forces:R:3
O 0.367974 6.257734 -0.332366 -0.248 -0.277 0.062
Al -0.693236 5.715229 -1.673612 0.446 0.287 -0.366
C 0.172351 4.109409 -2.595780 -0.351 0.021 0.091
C -0.311342 2.754907 -2.055996 -0.509 -0.655 -1.182
C 0.734547 1.680769 -1.960550 -0.385 0.070 -0.716
F 0.547249 0.707572 -1.015346 0.774 0.786 1.055
C 1.845601 1.627310 -2.715593 -0.245 -0.217 0.739
F 3.092148 1.615842 -2.248485 0.227 -1.385 -0.128
F 1.845957 1.647013 -4.039348 0.205 1.436 -0.176
H 0.319727 5.693185 0.443860 0.047 0.111 -0.018
H -0.704673 6.929901 -2.758343 -0.075 0.059 0.013
H -2.189533 5.310605 -1.177220 -0.055 -0.128 0.128
H -0.028010 4.137345 -3.672133 0.088 0.089 0.014
H 1.253269 4.246615 -2.476902 0.011 -0.122 0.111
H -1.104772 2.406845 -2.734685 -0.209 0.078 0.261
H -0.807758 2.824218 -1.079997 0.288 -0.167 0.126
C -1.911005 -4.568459 2.119271 0.082 -0.030 0.084
C -1.144334 -3.426104 2.779631 -0.106 0.007 -0.024
C -1.087091 -2.158941 1.927355 0.050 0.003 0.029
C -0.371721 -2.314642 0.584687 -0.059 -0.009 -0.048
C 1.074020 -2.798775 0.675784 0.028 0.072 0.017
C 1.984663 -1.839678 1.437045 0.037 -0.080 -0.027
H -1.441292 -4.882382 1.186109 -0.017 0.013 -0.018
H -1.949654 -5.440261 2.775112 -0.026 -0.010 -0.012
H -2.938166 -4.270221 1.898685 0.006 0.006 -0.041
H -0.133108 -3.760050 3.028447 0.012 0.019 -0.006
H -1.626806 -3.182221 3.730333 0.029 -0.006 0.019
H -0.607276 -1.365556 2.506230 0.004 0.012 -0.016
H -2.108000 -1.813134 1.737445 -0.007 -0.006 0.007
H -0.386734 -1.349725 0.072722 0.016 0.002 -0.009
H -0.937035 -3.000922 -0.053055 -0.007 -0.006 0.013
H 1.460720 -2.918873 -0.339394 -0.004 -0.019 -0.004
H 1.115313 -3.790678 1.137501 -0.019 -0.006 -0.009
H 1.989093 -0.856095 0.964315 -0.034 0.017 0.022
H 3.011405 -2.209734 1.449992 0.010 0.022 0.009
H 1.667512 -1.718050 2.474278 -0.005 0.015 0.000
```
Forces are in eV/Å.

C10H21AlHfNO2 as an isolated structure at a distorted geometry, computed with ωB97M-V with the def2-TZVPD basis set.

Summary:
Charge: +3
Orbital gap: 5.42 eV
HOMO level: -18.91 eV

```
36
Properties=species:S:1:pos:R:3:forces:R:3
C -0.807032 1.450918 4.284520 -0.283 -0.249 -1.550
C 0.262510 2.289477 3.771416 -0.707 1.428 3.487
Al 0.798804 1.281456 1.797360 0.082 -0.628 -2.430
N 2.142962 2.372323 1.261109 -0.460 -0.560 0.394
C 3.264689 1.949516 1.558681 0.039 0.542 0.504
O 4.304541 1.584567 1.877337 0.283 -0.083 -0.218
O -0.601383 1.192471 0.803755 0.491 -0.068 0.350
C -0.490248 0.846555 -0.575441 -0.802 0.257 0.543
C -1.528091 -0.250053 -0.902791 -0.102 0.163 0.104
C -1.853655 -1.145060 0.304255 0.694 -0.271 -0.430
C -1.263681 -1.075308 -2.171628 0.298 0.016 0.500
C 0.116228 -1.690202 -2.474065 -0.363 0.364 -0.233
C 0.977464 -0.760826 -3.312883 0.799 -1.458 -0.573
C 0.923502 -2.211236 -1.290519 0.187 -0.197 -0.047
H -0.658671 1.353058 5.371896 0.265 -0.069 0.189
H -1.776602 1.824416 3.985303 -0.240 0.142 0.129
H -0.781376 0.413838 3.923252 0.018 -0.351 0.410
H -0.036647 3.294983 3.477303 0.271 -0.034 -1.141
H 1.192087 2.303380 4.331337 0.603 -0.465 -0.542
H 1.229186 -0.184579 2.251820 -0.012 0.245 0.536
H 0.533803 0.553889 -0.814729 0.129 -0.032 -0.147
H -0.772210 1.748229 -1.114792 0.339 0.118 -0.447
H -2.443558 0.295176 -1.113301 -0.259 0.039 -0.082
H -2.144703 -2.135394 -0.023987 -0.360 -0.154 -0.007
H -2.641158 -0.708941 0.896274 -0.139 0.042 0.237
H -0.967698 -1.291913 0.910414 0.085 0.000 0.292
H -1.969738 -1.895791 -2.156840 -0.368 -0.014 -0.179
H -1.549850 -0.431387 -3.051850 -0.072 0.074 -0.433
H -0.073044 -2.550900 -3.109281 -0.211 -0.209 -0.090
H 1.774730 -0.220558 -2.812804 -0.191 0.678 -0.031
H 1.472055 -1.344806 -4.106282 0.145 0.172 -0.151
H 0.276505 -0.027381 -3.827328 0.311 0.724 1.302
H 1.470838 -1.441511 -0.757317 -0.059 0.198 0.140
H 1.651378 -2.930474 -1.648465 0.218 -0.092 -0.054
H 0.289523 -2.750444 -0.600185 -0.210 -0.033 0.165
Hf -0.474373 0.191933 -5.490509 -0.415 -0.235 -0.496
```
Forces are in eV/Å.

A 3-piece molecular cluster, C10H21BBrN2O4 overall at a distorted geometry, computed with ωB97M-V with the def2-TZVPD basis set.

Summary:
Charge: -1
Orbital gap: 6.96 eV
HOMO level: -4.56 eV

```
39
Properties=species:S:1:pos:R:3:forces:R:3
C 2.732013 3.467815 -1.581398 -0.215 0.886 0.282
C 2.262678 4.665677 -1.197867 0.263 -0.662 0.481
C 0.892606 4.851595 -0.605513 -0.853 0.536 -0.111
C 0.074984 5.693972 -1.648954 0.333 -0.367 -0.424
O -0.632688 4.780132 -2.446129 0.052 -0.248 0.603
B -0.555767 3.469225 -1.778467 1.445 0.590 -0.432
Br -2.428491 2.751864 -1.310985 -0.552 -0.399 0.020
O 0.140782 3.686211 -0.504124 0.063 -0.153 0.446
H 3.312991 3.380829 -2.488948 1.026 -0.086 0.527
H 2.456449 2.596787 -1.006024 -0.843 -0.378 -0.756
H 2.834356 5.580744 -1.324393 -0.301 0.184 -0.987
H 0.846739 5.427523 0.325113 0.375 -0.191 0.275
H 0.784375 6.221014 -2.293033 -0.178 0.496 0.031
H -0.619624 6.375578 -1.152135 0.076 0.227 0.142
H 0.109949 2.730431 -2.486922 -0.732 -0.592 -0.051
C 0.408030 -0.364545 -0.203725 -0.067 0.169 0.082
O 1.567990 -0.428403 0.173921 0.053 -0.136 0.055
N -0.169692 -1.288917 -0.994714 -0.172 -0.061 -0.023
C -1.557686 -1.207619 -1.410262 0.162 -0.148 0.033
C 0.635704 -2.408394 -1.441579 0.124 0.279 0.018
H -0.265531 0.458440 0.081429 0.017 0.034 -0.080
H -2.095138 -2.094874 -1.064207 -0.039 0.006 -0.055
H -1.613118 -1.155213 -2.499226 -0.118 0.051 0.004
H -2.026346 -0.319830 -0.993364 0.067 0.124 -0.042
H 1.007573 -2.948774 -0.575294 0.138 -0.169 -0.146
H 1.493557 -2.046873 -2.011938 0.017 -0.044 -0.001
H 0.038916 -3.073857 -2.058199 -0.081 -0.003 0.054
C -0.319663 -4.014485 1.460234 0.163 0.123 -0.152
O -0.856718 -4.586489 0.531337 -0.127 -0.099 0.069
N -0.743236 -4.054347 2.737112 0.018 0.004 0.178
C -0.053759 -3.342775 3.794604 -0.189 -0.124 -0.022
C -1.927232 -4.832060 3.053549 0.066 0.030 -0.179
H 0.584656 -3.397903 1.328044 -0.015 0.037 0.057
H 0.292591 -4.045537 4.556294 0.041 0.061 0.040
H -0.725579 -2.619022 4.260166 0.070 0.043 0.044
H 0.803862 -2.811890 3.387614 -0.011 0.014 -0.043
H -1.772416 -5.877006 2.781388 -0.062 -0.016 0.017
H -2.781882 -4.458472 2.488592 -0.041 -0.045 0.026
H -2.136234 -4.760550 4.118002 0.030 0.030 0.020
```
Forces are in eV/Å.

A 4-piece molecular cluster, C10H21Br2N3O2 overall at a distorted geometry, computed with ωB97M-V with the def2-TZVPD basis set.

Summary:
Orbital gap: 9.58 eV
HOMO level: -9.09 eV
SMILES string: CN(C)C=O.CN(C)C=O.BrCCBr.CC#N

```
38
Properties=species:S:1:pos:R:3:forces:R:3
C 2.386715 -9.476936 19.819850 0.664 -0.555 1.268
C 2.250150 -9.283659 18.410902 -0.239 -0.648 -2.108
N 2.096486 -9.281756 17.261659 0.318 0.232 1.367
H 3.068881 -8.796356 20.304330 -0.092 0.655 -0.044
H 2.774687 -10.444579 20.117879 0.396 -0.478 -0.758
H 1.448326 -9.517381 20.321382 -0.971 0.716 0.225
Br 3.815628 -6.975765 12.119200 0.010 0.515 -0.438
C 3.660509 -8.191189 13.559540 0.723 -1.623 1.075
C 4.745513 -8.044668 14.638206 -1.514 -0.835 1.045
Br 4.486483 -6.421956 15.671003 0.208 0.017 -0.047
H 3.842547 -9.197091 13.171474 -0.127 0.127 -0.335
H 2.640416 -8.219091 13.949182 0.276 0.448 0.090
H 5.736204 -8.103804 14.250945 0.654 0.450 -0.476
H 4.677728 -8.885811 15.388461 -0.294 0.873 -0.845
C 9.259740 -7.607817 10.627178 -0.854 -0.131 0.228
O 10.254175 -7.456582 11.287532 0.795 0.532 0.448
N 9.047904 -8.683308 9.832389 -0.118 -0.115 0.328
C 7.756099 -8.969934 9.291643 -0.379 -0.870 -0.211
C 10.102669 -9.678523 9.828687 0.453 0.694 -1.360
H 8.411696 -6.897791 10.688847 0.065 -0.124 -0.305
H 7.344188 -9.877588 9.756833 0.187 -0.104 -0.356
H 7.764357 -9.066924 8.195443 0.063 -0.117 0.316
H 7.035723 -8.221713 9.554886 -0.174 0.791 0.093
H 10.975926 -9.043652 10.056559 0.069 -1.105 -0.029
H 9.990347 -10.534866 10.477958 -0.249 0.129 0.816
H 10.173336 -10.136504 8.830753 0.122 0.424 0.044
C 0.206273 -6.724432 17.745352 -0.784 -1.208 0.929
O -0.055566 -6.319996 18.872883 0.480 0.112 -0.648
N -0.746578 -7.288222 16.932007 2.028 0.001 -0.970
C -0.317899 -7.731691 15.604476 -0.987 2.733 -0.543
C -2.112211 -7.456413 17.335136 0.613 1.078 -0.140
H 1.258140 -6.884271 17.382308 -0.816 0.673 -0.085
H 0.638048 -7.263540 15.397281 0.342 -0.166 0.067
H -0.983783 -7.291410 14.781124 0.520 -0.915 1.172
H -0.216306 -8.772113 15.562430 -0.070 -1.614 -0.325
H -2.076195 -7.322438 18.406594 -0.646 0.551 0.247
H -2.682995 -6.709399 16.751459 -0.412 -0.456 0.755
H -2.451454 -8.455476 17.165239 -0.258 -0.689 -0.489
```
Forces are in eV/Å.

One molecule with the formula C10H21Cl3N3O2P at a distorted geometry, computed with ωB97M-V with the def2-TZVPD basis set.

Summary:
Orbital gap: 9.62 eV
HOMO level: -8.96 eV
SMILES string: CCN(CC)P(=O)(NC(=O)C(Cl)(Cl)Cl)N(CC)CC

```
40
Properties=species:S:1:pos:R:3:forces:R:3
C -1.027595 -3.034358 1.624999 0.056 0.126 -0.237
H -2.032034 -2.861915 2.002708 -0.100 -0.009 0.093
H -0.306131 -2.757268 2.388513 0.061 -0.015 0.119
H -0.919447 -4.094864 1.411697 -0.027 -0.126 0.025
C -0.770382 -2.233644 0.353919 0.013 -0.334 -0.078
N -0.732681 -0.797756 0.567490 0.785 0.308 -0.424
P 0.694229 -0.065982 0.103762 -1.510 0.971 -0.623
O 1.901730 -0.814345 0.404818 0.548 -0.539 -0.015
N 0.658071 0.369938 -1.509981 0.026 -0.381 0.667
C -0.460562 1.024341 -2.154827 -0.049 0.205 -0.017
C -0.172162 2.481060 -2.524590 -0.098 -0.255 0.034
H 0.139972 3.058126 -1.656556 0.028 0.093 0.058
H 0.618868 2.540598 -3.267260 0.079 0.052 -0.053
H -1.066498 2.937065 -2.942218 -0.060 0.104 -0.066
H -0.726267 0.474616 -3.064463 -0.111 -0.017 0.115
H -1.321569 0.978222 -1.486477 -0.081 -0.056 -0.119
C 1.744457 -0.068481 -2.368147 0.286 -0.230 -0.107
C 1.428908 -1.366540 -3.104598 0.039 0.240 0.107
H 2.276551 -1.655677 -3.719962 0.066 -0.090 -0.114
H 1.233459 -2.157634 -2.384555 0.000 -0.110 0.044
H 0.558233 -1.257577 -3.747687 -0.082 -0.041 -0.091
H 1.974932 0.724742 -3.084436 0.041 0.018 0.045
H 2.616727 -0.223041 -1.733368 0.027 0.092 -0.153
N 0.509782 1.492643 0.829062 -0.405 -0.689 -0.972
C 0.957537 2.112143 1.940116 -0.157 0.387 0.284
O 0.698314 3.260586 2.195178 -0.018 0.034 -0.003
C 1.851024 1.271925 2.854425 0.578 0.159 0.550
Cl 3.415078 1.100363 2.044159 0.188 0.124 0.122
Cl 2.079338 2.129605 4.383649 0.015 -0.072 -0.018
Cl 1.131041 -0.294239 3.177635 0.001 -0.179 0.526
H -0.044629 2.118742 0.254605 0.199 0.127 0.108
C -1.978180 -0.140486 0.919463 -0.071 0.234 0.395
C -2.150738 0.121081 2.415613 -0.060 0.031 -0.256
H -1.977890 -0.779903 2.994256 0.006 -0.089 0.092
H -3.163188 0.471333 2.603922 -0.114 0.054 0.072
H -1.456346 0.884019 2.756849 0.015 0.035 0.059
H -2.796043 -0.776835 0.564441 0.050 0.088 -0.087
H -2.058891 0.819685 0.402666 -0.127 -0.105 -0.037
H -1.533822 -2.478870 -0.397656 0.092 0.017 -0.007
H 0.206803 -2.511417 -0.047162 -0.128 -0.160 -0.037
```
Forces are in eV/Å.